# C16H17N

A 2-piece molecular cluster, C16H17N overall in a non-equilibrium geometry (the ωB97M-V functional and the def2-TZVPD basis, the Open Molecules 2025 dataset).

Each line ends with the natural charge from an NBO analysis.
Positions of all 34 atoms, in Å:
C -1.83892 -1.20089 -1.72966  -0.634
C -0.66592 -0.26591 -1.77762  -0.054
C 0.53607 -0.51708 -2.41647  -0.056
N 1.31472 0.67492 -2.53574  -0.553
C 0.54748 1.63578 -1.91347  0.150
C 0.92608 2.97983 -1.84848  -0.228
C 0.04680 3.85320 -1.22942  -0.216
C -1.03780 3.28464 -0.50642  -0.230
C -1.36766 1.95885 -0.54004  -0.189
C -0.61140 1.10628 -1.34336  -0.119
H -2.21794 -1.26707 -2.75882  0.226
H -2.57222 -0.85655 -0.99194  0.225
H -1.50744 -2.21543 -1.46877  0.215
H 0.97724 -1.43520 -2.76150  0.208
H 1.80694 0.82331 -3.40026  0.407
H 1.81573 3.26258 -2.40655  0.212
H 0.16335 4.92569 -1.13842  0.216
H -1.66173 3.93087 0.12131  0.209
H -2.17028 1.63426 0.12201  0.217
C -0.48508 -4.02401 2.09203  -0.639
C -0.12713 -2.56836 2.19198  0.019
C 0.27715 -1.96302 1.00920  -0.243
C 0.96048 -0.73763 1.17412  -0.188
C 1.32299 -0.21855 2.38343  -0.251
C 0.71320 -0.75650 3.55788  -0.195
C -0.12374 -1.82852 3.39536  -0.234
H -0.14701 -4.67014 2.91957  0.221
H -0.20523 -4.49803 1.17543  0.220
H -1.62142 -4.01369 2.16664  0.215
H 0.10735 -2.27855 -0.00123  0.213
H 1.18291 -0.34414 0.19627  0.215
H 1.78154 0.77124 2.47264  0.217
H 1.07482 -0.41101 4.52985  0.218
H -0.70675 -2.33386 4.17461  0.207

As for the total charge: 0. The calculation puts the HOMO energy at -0.293 Ha. As for the lowest unoccupied orbital energy: 0.8920 eV. As for the energy above the lowest of the compared OMol25 structures with the same formula, charge and spin: 150.1 kJ/mol. The structure (SMILES) is Cc1c[nH]c2ccccc12.Cc1ccccc1.